# C33H37BN3O11PS2W

C33H37BN3O11PS2W as an isolated structure (ωB97M-V/def2-TZVPD, the Open Molecules 2025 dataset).

Computed properties:
HOMO level (alpha / beta): -3.192 / -3.275 eV
Net charge: -1
F_max: 0.778 eV/Å
Spin multiplicity: 2
Energy above the lowest of the compared OMol25 structures with the same formula, charge and spin: 23.0 kcal per mole
Frontier orbital gap (alpha / beta): 5.0 / 4.9 eV

Atoms and positions in Å:
W -0.31 -0.10 -0.11
O 1.15 4.73 3.43
C 0.78 3.64 2.71
C -0.22 2.77 3.09
C -0.50 1.67 2.28
N 0.19 1.42 1.14
C 1.13 2.33 0.73
C 1.45 3.42 1.49
C 1.66 2.06 -0.67
O 2.48 2.82 -1.15
O 1.10 1.05 -1.24
C -1.62 0.76 2.55
O -2.42 0.86 3.45
O -1.69 -0.27 1.63
H 0.62 4.77 4.23
H -0.81 2.92 3.99
H 2.19 4.11 1.12
C 6.13 0.10 -1.79
C 4.74 0.71 -1.75
O 3.89 -0.02 -0.85
P 3.13 -1.36 -1.28
S 2.75 -1.52 -3.16
S 1.67 -1.56 0.15
O 4.17 -2.52 -0.86
C 4.65 -2.62 0.48
C 5.85 -3.54 0.48
H 6.78 0.72 -2.41
H 6.10 -0.90 -2.22
H 6.55 0.04 -0.79
H 4.28 0.71 -2.74
H 4.74 1.73 -1.38
H 3.85 -3.01 1.12
H 4.92 -1.62 0.84
H 5.59 -4.49 0.02
H 6.18 -3.73 1.50
H 6.67 -3.10 -0.09
O -6.88 1.58 -2.19
C -6.36 1.66 -0.86
C -4.88 1.43 -0.89
C -4.00 2.29 -0.22
C -2.67 1.99 -0.16
N -2.13 0.90 -0.75
C -2.96 0.12 -1.50
C -4.34 0.35 -1.55
C -2.31 -0.95 -2.20
C -2.80 -1.40 -3.43
C -2.10 -2.34 -4.14
C -2.58 -2.88 -5.45
O -3.56 -3.91 -5.31
C -0.91 -2.82 -3.55
C -0.45 -2.31 -2.37
N -1.10 -1.33 -1.67
H -7.84 1.54 -2.13
H -6.84 0.89 -0.23
H -6.57 2.63 -0.41
H -4.36 3.18 0.28
H -1.97 2.63 0.37
H -4.98 -0.35 -2.08
H -3.72 -0.98 -3.82
H -1.73 -3.24 -6.04
H -3.07 -2.10 -6.03
H -3.21 -4.55 -4.67
H -0.30 -3.55 -4.05
H 0.47 -2.65 -1.92
C -0.44 -7.53 3.63
C -0.28 -6.55 4.80
C -1.55 -6.58 5.65
C 0.90 -7.03 5.66
C -0.06 -5.12 4.29
C 0.77 -4.24 4.96
C 0.93 -2.90 4.55
C 0.23 -2.49 3.45
O 0.22 -1.27 2.86
B -0.66 -1.39 1.72
O -1.19 -2.74 1.72
C -0.61 -3.37 2.77
C -0.77 -4.67 3.17
H -0.46 -8.56 4.00
H 0.39 -7.44 2.92
H -1.37 -7.36 3.08
H -1.75 -7.59 6.02
H -2.42 -6.26 5.06
H -1.46 -5.91 6.50
H 0.78 -8.10 5.87
H 0.93 -6.52 6.62
H 1.85 -6.88 5.15
H 1.33 -4.57 5.83
H 1.59 -2.23 5.08
H -1.44 -5.31 2.61

Mulliken population analysis, charges in e, atoms 1 to 4:
1 W 0.54
2 O -0.58
3 C 0.91
4 C -0.95